This record from OMol25 describes a cluster of 2 separate species, C4H12N2 in total at a distorted geometry. The level of theory is ωB97M-V with the def2-TZVPD basis set.

```
18
Properties=species:S:1:pos:R:3:forces:R:3
C 0.690 -2.696 -3.803 -1.69 1.86 3.41
N 1.467 -1.996 -3.017 0.38 0.37 -3.95
C 1.944 -0.696 -3.814 -0.57 -0.65 0.99
H 0.125 -3.513 -3.267 1.05 0.26 -0.86
H 0.049 -2.194 -4.584 1.38 -0.72 -0.21
H 2.842 -0.204 -3.378 -0.65 -0.73 0.04
H 2.166 -0.893 -4.885 -0.33 -0.13 0.75
H 1.103 0.018 -3.724 0.43 -0.26 -0.17
C -1.508 0.438 3.500 -0.45 -1.82 2.04
C -0.934 1.849 3.327 -2.37 0.16 -0.10
N -0.196 2.004 2.110 -1.79 0.95 -1.73
H -2.032 0.080 2.615 -0.07 0.29 -0.19
H -2.261 0.363 4.355 0.79 0.39 -1.02
H -0.803 -0.435 3.769 -0.38 1.66 -0.53
H -0.280 2.129 4.114 0.25 0.24 1.13
H -1.852 2.572 3.287 1.76 -1.06 0.29
H -0.943 1.943 1.367 1.67 -0.11 0.59
H 0.421 1.229 2.029 0.58 -0.70 -0.47
```
Forces are in eV/Å.

Summary:
* 2S+1: 1
* LUMO level: 0.9 eV
* structure (SMILES): C=NC.CCN
* gap between HOMO and LUMO: 10.21 eV
* total charge: 0
* energy above the lowest of the compared OMol25 structures with the same formula, charge and spin: 61.1 kcal/mol